[1]
C2H12O4 | the ωB97M-V functional and the def2-TZVPD basis

Energy above the lowest of the compared OMol25 structures with the same formula, charge and spin in kJ/mol: 175.5
E_LUMO in eV: 0.50
Calculated total energy in a.u.: -384.294108
Structure (SMILES): CCO.O.O.O
Maximum force in eV Å⁻¹: 3.65

Geometry as XYZ:
```
18
Properties=species:S:1:pos:R:3:nbo_charge:R:1
O -2.20014 -0.54973 -0.62937 -0.947
O -0.06153 -0.63022 -4.99254 -0.964
O 0.01532 -1.54212 1.50922 -0.726
O -0.71033 1.91860 -0.92257 -0.955
C 1.27713 0.51208 1.80151 -0.653
C 0.92355 -0.87569 2.46835 -0.084
H 0.41291 -0.70018 3.48827 0.175
H 2.14834 1.07537 2.02943 0.214
H 1.77545 -1.58356 2.51623 0.185
H 0.41547 1.29911 1.97131 0.205
H -1.50934 1.99813 -1.45633 0.484
H -0.71946 -1.59519 2.04905 0.457
H -0.33003 2.79308 -0.80027 0.472
H 0.23048 0.15596 -4.43237 0.481
H 0.22697 -1.54257 -4.55776 0.483
H -1.90686 -0.68019 0.32909 0.471
H 1.33650 0.44684 0.68253 0.228
H -1.32443 -0.49971 -1.05380 0.473
```



[2]
C2H12O4 | the ωB97M-V functional and the def2-TZVPD basis

Energy above the lowest of the compared OMol25 structures with the same formula, charge and spin in kJ/mol: 189.2
E_LUMO in eV: 0.51
Calculated total energy in a.u.: -384.288871
Structure (SMILES): C=C.O.O.O.O
Maximum force in eV Å⁻¹: 1.55

Geometry as XYZ:
```
18
Properties=species:S:1:pos:R:3:nbo_charge:R:1
O 0.52883 0.90497 -1.25172 -0.946
O 1.04746 -2.59168 1.86126 -0.955
O 3.13656 -1.02187 -0.40133 -0.963
O 1.65326 0.99448 2.20009 -0.957
C -3.77448 0.84076 -0.50198 -0.400
C -2.79652 1.00296 -1.40400 -0.387
H -4.79187 0.69274 -0.83336 0.197
H 1.77309 -2.98239 2.35413 0.474
H 1.03414 1.18993 1.48775 0.480
H 3.98808 -0.62335 -0.61092 0.474
H -1.85331 1.51766 -1.28654 0.206
H 0.22960 0.11001 -1.70166 0.477
H -3.44027 0.63742 0.50879 0.203
H 2.78346 -0.51699 0.34185 0.486
H 1.36165 -2.41959 0.96757 0.482
H -2.90520 0.53829 -2.38643 0.179
H 1.30408 0.19615 2.61127 0.478
H 0.72144 1.53048 -1.95475 0.473
```